1.
{
  "formula": "C5H12N4O2",
  "method": "ωB97M-V with the def2-TZVPD basis set",
  "species": ["N", "N", "H", "C", "C", "H", "H", "N", "H", "H", "C", "C", "H", "H", "C", "N", "H", "O", "O", "H", "H", "H", "H"],
  "xyz": [[1.33029, -2.10991, 1.73563], [1.68236, -1.69039, 0.53851], [-2.80424, 1.21455, 0.38370], [2.89065, -2.23740, -0.07220], [-2.70073, 3.32300, 0.53177], [-2.18116, 3.46729, 1.55318], [1.96263, -1.29995, -2.09320], [-1.15356, -0.04637, -0.36024], [0.51136, -0.29530, -2.10771], [3.51226, -1.44365, -0.37547], [-4.10670, 3.54416, 0.59733], [1.42613, -0.57735, -1.60910], [1.91857, 0.40490, -1.41417], [2.65790, -2.90120, -0.91350], [0.90772, -0.96039, -0.25451], [-0.28862, -0.61643, 0.24886], [1.41119, -3.01578, 2.08167], [-2.31258, 2.03971, 0.07987], [-5.20118, 3.52975, 0.60859], [-2.45880, 4.01025, -0.34313], [0.40321, -1.74017, 1.87344], [3.45478, -2.81467, 0.65083], [-0.86149, 0.21534, -1.34013]],
  "forces_ev_per_a": [[-1.609, 2.904, 0.881], [-0.615, -0.786, -2.669], [0.722, 1.524, -0.149], [0.416, -1.350, 0.568], [2.486, -0.481, -0.009], [-1.013, 0.820, -1.533], [1.325, -1.448, -1.336], [-1.303, 0.948, -1.988], [0.118, -0.157, -1.051], [0.717, 0.967, -0.509], [0.763, -0.997, 0.499], [-2.185, 3.185, 2.733], [0.337, -0.752, -0.676], [-0.152, 0.273, 0.244], [3.547, -1.292, -0.724], [-0.420, -1.018, 2.989], [1.040, -2.089, -0.136], [-1.412, -0.448, -0.021], [-2.358, 0.450, -0.021], [0.514, -0.183, 1.338], [-0.379, 0.043, 0.789], [-0.165, -0.012, 0.312], [-0.374, -0.099, 0.469]],
  "total_charge": 2,
  "e_tot_ev": -15412.7026,
  "lumo_ev": [-8.5, -8.5],
  "de_lowest_kcal_mol": 90.27,
  "homo_lumo_gap_ev": [8.269, 8.271],
  "homo_energy_ha": [-0.6165, -0.6165]
}

=====

2.
{
  "formula": "CH19O12V",
  "method": "ωB97M-V with the def2-TZVPD basis set",
  "species": ["H", "H", "H", "H", "O", "H", "O", "O", "H", "O", "O", "H", "H", "H", "H", "H", "H", "H", "H", "H", "O", "H", "C", "O", "O", "H", "H", "O", "O", "V", "O", "O", "H"],
  "xyz": [[-2.61719, 1.60728, 2.15132], [1.33991, -2.91920, -0.34779], [-1.20052, 0.31382, 4.26492], [2.42542, -1.92554, 2.17831], [1.61822, -2.24244, -0.97433], [-2.79272, 2.92889, -1.22754], [-1.86399, 2.69181, -1.33130], [-1.39142, 0.44839, 3.33671], [2.48201, -0.09468, -3.65972], [-3.00346, -2.20238, 0.50912], [2.97956, -2.65643, 2.00524], [-1.60459, 1.98082, -0.75410], [-2.56731, 0.96695, 0.80372], [1.40383, 2.15697, -2.82711], [0.93625, 0.07332, 0.97657], [-2.56764, -1.37624, 0.22781], [0.12857, -1.45200, 1.94965], [-2.45282, -2.56358, 1.18764], [3.35224, -2.60245, 1.14779], [1.49895, -1.33505, -0.60948], [0.83959, -0.92703, 2.29507], [1.37503, 2.61365, -4.28884], [-0.13658, 0.34085, -0.67181], [0.86725, 2.47313, -3.54174], [-1.25493, 0.13500, -0.15671], [0.80594, -0.95176, 3.25798], [-0.66889, 0.08513, 2.83800], [-0.04115, 0.62542, -1.84261], [-3.14434, 1.56797, 1.35164], [-1.27649, 1.65002, -3.30739], [1.00983, 0.29455, 0.01591], [2.95544, 0.26292, -2.88840], [2.56597, 0.03191, -2.06852]],
  "forces_ev_per_a": [[-0.043, 0.050, 0.583], [0.016, 0.336, 0.159], [-0.002, 0.036, 0.271], [-0.615, 1.197, -0.225], [0.039, 0.734, -0.281], [-0.077, -0.133, 0.758], [0.244, 0.539, -3.116], [-0.673, 0.321, 0.125], [0.123, -0.259, 1.057], [-0.213, 0.783, -0.914], [0.484, -1.827, 1.272], [-0.442, -0.857, 1.317], [-1.074, 0.654, 0.918], [0.895, -0.708, 0.721], [-0.314, 0.150, -0.360], [-0.196, -0.531, 0.261], [-0.665, -0.910, -0.062], [0.389, -0.341, 0.647], [0.448, 0.366, -1.258], [0.148, -1.443, 0.089], [0.480, 0.688, 0.300], [1.848, 0.512, -2.325], [-1.951, -1.027, 3.789], [-3.893, -0.176, 1.334], [0.512, 0.018, 0.938], [0.075, -0.196, 0.074], [0.324, 0.106, -0.195], [0.749, 1.854, -5.974], [0.903, -0.601, -1.493], [2.270, 0.069, 2.940], [0.357, 0.258, -0.288], [0.735, 1.183, -1.904], [-0.882, -0.844, 0.843]],
  "total_charge": 1,
  "e_tot_ev": -51595.9723,
  "lumo_ev": [-6.1, -6.1],
  "multiplicity": 4,
  "de_lowest_kcal_mol": 79.38,
  "homo_lumo_gap_ev": [7.313, 7.301],
  "homo_energy_ha": [-0.4919, -0.4919]
}